## a
{"formula": "C20H28N4O4", "method": "ωB97M-V with the def2-TZVPD basis set", "gap_ev": 9.4, "spin_multiplicity": 1, "e_lumo_ev": 0.74, "molar_mass_g_mol": 388.5, "e_homo_ev": -8.659, "smiles": "C[C@@H]1ON=C(C(=O)NCC[C@H]2CCCN(C(=O)c3ccc(N)c(O)c3)C2)[C@H]1C", "elements": ["C", "C", "O", "N", "C", "C", "O", "N", "C", "C", "C", "C", "C", "C", "N", "C", "O", "C", "C", "C", "C", "N", "C", "O", "C", "C", "C", "C", "H", "H", "H", "H", "H", "H", "H", "H", "H", "H", "H", "H", "H", "H", "H", "H", "H", "H", "H", "H", "H", "H", "H", "H", "H", "H", "H", "H"], "coordinates": [[-2.76, -6.50, -4.37], [-3.69, -5.47, -3.77], [-3.69, -4.29, -4.62], [-2.91, -3.32, -4.02], [-2.62, -3.67, -2.83], [-1.79, -2.80, -1.95], [-1.53, -3.15, -0.81], [-1.36, -1.65, -2.50], [-0.54, -0.71, -1.75], [-1.38, 0.15, -0.81], [-0.55, 1.16, -0.01], [-1.45, 2.14, 0.74], [-0.63, 3.10, 1.60], [0.32, 2.35, 2.52], [1.15, 1.43, 1.76], [2.37, 1.78, 1.25], [2.81, 1.31, 0.21], [3.21, 2.73, 2.05], [3.37, 2.60, 3.43], [4.22, 3.47, 4.09], [4.93, 4.46, 3.43], [5.82, 5.36, 4.10], [4.77, 4.57, 2.04], [5.46, 5.55, 1.39], [3.92, 3.70, 1.37], [0.37, 0.46, 0.99], [-3.25, -4.96, -2.40], [-4.39, -4.72, -1.41], [-2.79, -7.42, -3.78], [-3.06, -6.74, -5.39], [-1.74, -6.13, -4.38], [-4.72, -5.83, -3.75], [-1.64, -1.45, -3.45], [0.20, -1.28, -1.19], [-0.01, -0.08, -2.47], [-2.13, 0.69, -1.40], [-1.92, -0.50, -0.12], [0.09, 1.72, -0.70], [-2.07, 2.69, 0.04], [-2.13, 1.56, 1.38], [-0.05, 3.76, 0.96], [-1.29, 3.74, 2.20], [0.95, 3.04, 3.07], [-0.25, 1.76, 3.25], [2.83, 1.83, 3.97], [4.35, 3.38, 5.17], [5.31, 6.02, 4.67], [6.44, 4.85, 4.71], [5.27, 5.48, 0.45], [3.82, 3.76, 0.29], [-0.23, -0.12, 1.69], [1.07, -0.21, 0.50], [-2.50, -5.62, -1.95], [-4.01, -4.25, -0.50], [-5.14, -4.07, -1.85], [-4.86, -5.66, -1.14]]}

## b
{"formula": "C20H28N4O4", "method": "ωB97M-V with the def2-TZVPD basis set", "gap_ev": 9.5, "spin_multiplicity": 1, "e_lumo_ev": 0.43, "molar_mass_g_mol": 388.5, "e_homo_ev": -9.066, "smiles": "CC(C)C(=O)N(C)CC(=O)N1C[C@H](CNC(=O)c2cnoc2C2CC2)[C@H]2C[C@H]21", "elements": ["C", "C", "C", "C", "O", "N", "C", "C", "C", "O", "N", "C", "C", "C", "N", "C", "O", "C", "C", "N", "O", "C", "C", "C", "C", "C", "C", "C", "H", "H", "H", "H", "H", "H", "H", "H", "H", "H", "H", "H", "H", "H", "H", "H", "H", "H", "H", "H", "H", "H", "H", "H", "H", "H", "H", "H"], "coordinates": [[-0.90, -3.65, 0.45], [0.08, -2.54, 0.81], [0.59, -2.70, 2.24], [-0.60, -1.19, 0.65], [-1.80, -1.08, 0.87], [0.17, -0.12, 0.29], [-0.46, 1.14, 0.00], [1.58, -0.19, 0.03], [1.88, -0.52, -1.43], [1.02, -0.91, -2.19], [3.18, -0.37, -1.80], [3.64, -0.58, -3.16], [4.78, 0.43, -3.33], [5.87, -0.09, -4.25], [6.91, 0.89, -4.49], [8.09, 0.90, -3.80], [8.35, 0.09, -2.93], [9.02, 1.99, -4.19], [8.75, 3.38, -4.33], [9.83, 4.07, -4.58], [10.85, 3.14, -4.59], [10.37, 1.91, -4.36], [11.34, 0.81, -4.36], [12.61, 0.94, -3.57], [11.55, -0.01, -3.13], [5.27, 0.68, -1.90], [4.46, 1.62, -1.05], [4.24, 0.14, -0.96], [-1.26, -3.54, -0.57], [-0.40, -4.62, 0.53], [-1.76, -3.64, 1.12], [0.92, -2.61, 0.11], [1.30, -1.92, 2.52], [-0.25, -2.64, 2.94], [1.07, -3.66, 2.37], [-1.52, 1.07, 0.21], [-0.03, 1.94, 0.61], [-0.33, 1.39, -1.06], [2.03, 0.77, 0.29], [2.06, -0.93, 0.67], [4.03, -1.61, -3.25], [2.83, -0.45, -3.87], [4.39, 1.36, -3.74], [6.34, -0.98, -3.81], [5.44, -0.39, -5.21], [6.82, 1.51, -5.28], [7.80, 3.88, -4.24], [11.41, 0.29, -5.31], [13.52, 0.55, -4.01], [12.76, 1.85, -3.01], [10.95, 0.24, -2.26], [11.70, -1.07, -3.25], [6.32, 0.57, -1.69], [4.96, 2.12, -0.23], [3.69, 2.22, -1.52], [4.50, -0.43, -0.08]]}

Question: which arrangement is favored energetically? Ranking from most to least stable: a, b.